C32H31BrFN6SiZr as an isolated structure. Source: the OMol25 dataset; level of theory: the ωB97M-V functional and the def2-TZVPD basis.

The geometry in ORCA input format:
```
! wB97M-V def2-TZVPD RIJCOSX def2/J DEFGRID3
* xyz 3 1
C 4.751 -1.731 -0.122
H -1.085 3.914 5.348
C -0.589 1.679 -4.042
C 2.750 1.621 2.516
C 4.554 -0.416 -0.104
H 0.240 1.174 -4.521
N 1.168 0.891 0.886
Zr -0.808 0.217 0.022
C -2.319 3.382 -4.104
Si 0.197 -1.223 -2.592
C 0.111 -2.318 -1.032
C 4.612 -3.973 0.905
H -2.023 -1.630 -3.627
H 1.016 -2.922 -0.935
H 1.126 -3.289 2.035
N -0.478 0.324 -1.909
C -3.241 -0.829 1.641
H -0.857 -2.900 -4.033
N 2.645 -4.657 2.047
H 1.946 -0.191 -0.706
H -0.780 -1.346 -4.843
H 5.624 -4.180 0.587
H -5.552 -3.284 1.769
C -1.548 2.583 3.735
H 0.156 -1.871 -0.003
H -0.941 2.994 -5.690
H 4.797 1.042 2.194
C -4.197 -2.901 0.147
H -2.711 -2.264 -1.264
C 1.464 1.536 2.044
C 2.187 0.314 0.219
C -0.980 -1.824 -3.883
C -4.268 -1.595 2.148
H 2.140 -1.577 -4.046
C -1.164 3.797 4.276
H -4.563 -3.693 -0.491
C -0.864 4.869 3.437
C -3.152 -2.102 -0.289
C 3.994 -2.768 0.607
H -2.820 4.176 -4.639
C 3.889 -4.900 1.641
H -0.744 -2.990 -1.010
C -1.639 2.448 2.352
C 3.781 0.998 1.821
H 2.943 2.163 3.431
C -2.750 3.051 -2.818
H 4.314 -5.859 1.912
C -0.951 4.727 2.055
C -1.333 3.514 1.511
H 5.615 -2.095 -0.667
H -3.573 3.554 -2.331
H -1.734 1.743 4.393
C -1.003 1.322 -2.766
N -1.986 1.197 1.750
H 2.165 0.055 -3.387
Br -0.336 6.503 4.173
C -4.747 -2.666 1.394
N 2.733 -2.520 1.000
C 1.954 -0.989 -3.144
H 0.647 2.001 2.572
H 2.679 -1.313 -2.395
N -2.649 -1.099 0.443
H -4.708 -1.347 3.105
H -1.437 3.420 0.437
C -1.258 2.709 -4.696
F -2.347 1.594 -0.898
C 2.141 -3.484 1.699
H 5.258 0.219 -0.631
H -0.730 5.568 1.412
C -2.054 2.037 -2.233
C -2.836 0.414 2.303
C 3.498 0.295 0.656
H -3.344 0.694 3.224
*
```

Values from the calculation:
Lowest unoccupied orbital energy ... -10.27 eV
HOMO-LUMO gap ... 5.92 eV

=====

One molecule with the formula C2H2N2S. Source: the OMol25 dataset; level of theory: the ωB97M-V functional and the def2-TZVPD basis.

The geometry in ORCA input format:
```
! wB97M-V def2-TZVPD RIJCOSX def2/J DEFGRID3
* xyz 0 1
N 1.107 0.867 0.137
H -2.080 1.712 0.157
N -1.279 1.140 -0.193
S 1.636 -0.712 -0.006
H 0.416 -2.595 -0.048
C 0.309 -1.566 -0.102
C -0.108 1.154 0.055
*
```

Values from the calculation:
Lowest unoccupied orbital energy ... -0.01 eV
HOMO-LUMO gap ... 8.86 eV

=====

A 2-piece molecular cluster, C2H2O2S overall. Source: the OMol25 dataset; level of theory: the ωB97M-V functional and the def2-TZVPD basis.

The geometry in ORCA input format:
```
! wB97M-V def2-TZVPD RIJCOSX def2/J DEFGRID3
* xyz 0 1
C 1.901 -0.572 0.039
S 3.422 -0.286 0.038
C -1.455 0.336 0.055
O 0.690 -0.598 -0.075
O -1.561 1.541 0.067
H -1.383 -0.306 0.843
H -1.615 -0.115 -0.967
*
```

Values from the calculation:
SMILES ... O=C=S.C=O
Lowest unoccupied orbital energy ... 0.14 eV
HOMO-LUMO gap ... 9.87 eV

=====

C5H2ClF5O3Pt as an isolated structure. Source: the OMol25 dataset; level of theory: the ωB97M-V functional and the def2-TZVPD basis.

The geometry in ORCA input format:
```
! wB97M-V def2-TZVPD RIJCOSX def2/J DEFGRID3
* xyz 2 1
C 0.422 0.406 -0.296
Cl 2.071 1.226 2.050
H 0.662 1.468 -0.748
F -1.539 1.862 -0.265
C -1.033 0.639 0.340
Pt 0.890 2.854 -1.910
C 1.707 0.149 0.634
F -2.497 -0.639 -1.306
F -3.296 -0.186 0.791
O 1.873 -1.294 0.780
F -1.042 0.881 1.745
F -1.700 -1.803 0.600
C 1.218 -1.771 -0.440
O 1.147 -2.996 -0.715
O 0.634 -0.686 -1.230
C -2.101 -0.538 0.069
H 2.584 0.427 -0.098
*
```

Values from the calculation:
Lowest unoccupied orbital energy ... -16.39 eV
HOMO-LUMO gap ... 3.28 eV

=====

A 9-piece molecular cluster, C14H47N13O9 overall. Source: the OMol25 dataset; level of theory: the ωB97M-V functional and the def2-TZVPD basis.

The geometry in ORCA input format:
```
! wB97M-V def2-TZVPD RIJCOSX def2/J DEFGRID3
* xyz 0 1
C -0.260 0.582 0.189
N -3.915 8.794 1.680
O -4.660 7.418 0.093
N 5.028 4.578 -5.613
H -3.689 -4.411 2.548
C 1.732 3.727 4.949
O 1.132 3.909 3.937
H -3.160 -1.631 -4.086
C -3.028 -5.147 -3.516
H -7.445 1.151 -0.144
H -7.790 3.054 -0.332
N -3.050 6.822 1.530
H 3.660 -6.777 -0.997
O 1.892 1.682 0.368
H 8.430 0.052 3.823
C -3.137 -3.612 -3.239
H -2.011 -5.390 -3.823
H -4.505 -4.169 -1.970
H -3.685 -2.678 2.636
O -3.627 -2.695 5.159
H -4.187 9.532 1.047
H 5.721 0.442 1.660
H -3.405 9.013 2.524
H 0.056 -3.436 -4.828
H 0.690 5.107 5.826
O 5.778 -1.478 3.019
C -0.623 -2.644 -4.514
C -3.468 -3.640 4.377
C -6.202 2.208 -1.261
N -6.970 3.190 -0.906
N 6.529 0.426 2.265
H -3.765 -5.461 -4.255
H -3.094 5.844 1.279
N 2.667 2.802 5.143
O 4.462 -5.768 1.375
H 7.166 1.199 2.392
H 6.273 -6.154 0.505
H -5.192 -3.502 -3.133
H 1.528 -0.221 1.195
H -2.271 -3.430 -2.602
H -6.093 0.257 -0.874
H 1.948 4.530 6.885
O -5.169 2.382 -1.982
H 2.871 2.616 6.114
H -3.213 -5.720 -2.608
H -2.933 -5.472 3.991
H 2.157 4.143 -4.532
C 5.264 -5.854 0.221
N -4.390 -3.343 -2.540
O 2.996 4.874 -6.604
H 5.361 -4.884 -0.265
H -3.874 -2.784 -5.102
H 4.641 -4.885 1.707
N 3.167 4.161 -4.548
C -3.023 -2.655 -4.432
C 6.602 -0.578 3.077
H -0.707 1.156 1.001
C 4.702 -6.927 -0.716
N -3.083 -4.853 4.774
H -6.736 4.122 -1.217
N -3.486 -3.570 3.068
C 3.710 4.530 -5.662
H -0.549 1.261 -0.613
H -2.725 -5.005 5.706
H 3.728 3.775 -3.802
N 7.801 -0.725 3.676
H 2.832 2.124 4.413
H -0.734 -0.340 -0.146
C -3.884 7.643 1.015
H 5.531 4.709 -6.479
N 1.479 4.498 5.992
H 5.274 -7.014 -1.640
H 1.466 2.216 1.044
H -2.221 7.221 1.946
H -0.551 -2.466 -3.442
H 5.616 4.226 -4.871
H 4.753 -7.891 -0.211
N -6.563 1.119 -0.635
O -1.873 -2.974 -5.125
H 7.822 -1.506 4.316
H 1.538 -0.107 -0.571
H -0.315 -1.707 -4.979
C 1.256 0.408 0.347
*
```

Values from the calculation:
SMILES ... COC[C@H](C)N.NC(N)=O.NC(N)=O.NC(N)=O.NC(N)=O.NC(N)=O.NC(N)=O.CCO.CCO
Lowest unoccupied orbital energy ... 0.22 eV
HOMO-LUMO gap ... 9.53 eV

=====

A 2-piece molecular cluster, C6H14N2O2 overall. Source: the OMol25 dataset; level of theory: the ωB97M-V functional and the def2-TZVPD basis.

The geometry in ORCA input format:
```
! wB97M-V def2-TZVPD RIJCOSX def2/J DEFGRID3
* xyz 0 1
C -0.398 -2.707 1.689
C 0.842 -2.021 1.151
N 0.122 0.691 -0.163
H -0.212 -2.793 2.743
H -0.348 1.211 -2.881
H 2.178 -3.257 0.215
H -1.866 1.667 -0.310
C -0.826 1.777 -0.606
H -0.849 3.822 0.334
O -1.636 -0.654 0.212
O 1.348 0.959 -0.001
H -0.465 -3.691 1.288
H 0.593 -3.251 -0.608
H 1.397 -1.280 1.757
C -0.475 2.090 -2.129
H 0.540 2.477 -1.993
H -0.255 2.599 1.297
N -0.415 -0.477 0.153
H -1.214 2.901 -2.437
H 0.738 3.189 -0.116
H -1.310 -2.214 1.484
C 1.357 -2.551 -0.071
C -0.262 2.950 0.259
H 1.757 -1.753 -0.611
*
```

Values from the calculation:
Lowest unoccupied orbital energy (spin up / spin down) ... -0.27 / -0.27 eV
HOMO-LUMO gap (spin up / spin down) ... 7.18 / 7.18 eV

=====

One molecule with the formula C16H22N2O4S. Source: the OMol25 dataset; level of theory: the ωB97M-V functional and the def2-TZVPD basis.

The geometry in ORCA input format:
```
! wB97M-V def2-TZVPD RIJCOSX def2/J DEFGRID3
* xyz 0 1
N -3.009 0.618 1.134
C -2.434 1.602 1.871
C -1.402 2.429 1.102
O 0.230 0.351 1.369
H -2.925 4.255 2.477
H -3.603 4.461 -0.650
H -2.682 5.631 1.396
S 0.398 -2.491 -2.329
C 4.808 -3.239 -1.412
H 6.568 -4.440 -1.605
H -0.580 2.631 1.801
H -3.917 0.408 3.413
C 4.258 -3.462 -2.671
C 0.328 -0.054 -1.004
C 2.633 -2.518 -0.638
H -4.854 -1.065 3.201
O -4.173 -1.284 0.762
H -1.337 -1.453 -1.144
C -0.259 -1.466 -0.977
C -2.244 4.705 1.760
H 6.474 -3.522 -0.095
C 2.101 -2.737 -1.900
H 4.376 -2.587 0.580
C -1.992 3.757 0.592
H 1.419 -0.118 -1.023
C -0.083 0.670 0.254
H 2.025 -2.164 0.179
C 3.976 -2.765 -0.408
H 6.865 -2.705 -1.609
H -2.738 0.537 0.161
H -1.236 4.193 -0.070
H 2.503 -3.386 -3.895
C 6.262 -3.495 -1.160
H -0.016 0.492 -1.882
C -3.266 3.523 -0.216
H -1.315 4.941 2.273
N -4.289 -0.326 2.822
H -4.061 3.136 0.418
O -2.708 1.840 3.028
H 4.886 -3.834 -3.468
C -3.875 -0.424 1.554
C 2.925 -3.212 -2.917
H -0.062 -1.957 -0.025
O -0.893 1.706 -0.020
H -3.083 2.820 -1.025
*
```

Values from the calculation:
SMILES ... Cc1ccc(SCCC(=O)O[C@H](C(=O)NC(N)=O)C(C)C)cc1
Lowest unoccupied orbital energy ... 0.68 eV
HOMO-LUMO gap ... 8.76 eV

=====

A 11-piece molecular cluster, C34H68O38S5 overall. Source: the OMol25 dataset; level of theory: the ωB97M-V functional and the def2-TZVPD basis.

The geometry in ORCA input format:
```
! wB97M-V def2-TZVPD RIJCOSX def2/J DEFGRID3
* xyz 0 1
H 1.764 3.249 -3.857
H 2.218 2.967 -2.258
H 0.549 -0.488 7.791
H -1.774 5.049 -7.665
H -5.590 -4.158 4.206
C 0.334 5.391 -7.382
H -6.472 3.082 8.659
C -3.081 -6.035 -1.995
H -5.336 -4.469 2.463
O -0.010 -2.167 6.828
O 5.104 -4.201 5.132
C -5.123 -2.302 3.127
H 4.835 -8.562 4.818
H -2.889 -7.028 3.022
C 2.050 5.044 -2.833
H 2.768 -3.004 0.733
O -1.002 3.575 -6.474
H -2.920 -0.156 -5.830
H 7.977 -0.465 -0.508
H 4.389 1.725 6.334
H -5.148 -5.586 -1.736
H 2.784 3.715 -12.331
S 5.836 -1.907 -2.833
H 2.009 -1.225 2.387
H -7.499 2.426 6.303
C -1.051 4.943 -6.856
C -0.310 -0.857 7.230
H 3.900 6.049 2.401
H 5.430 0.703 -0.954
C 2.062 2.923 -12.134
O 0.823 -0.695 -1.950
C -2.573 -6.783 0.263
H 5.852 -0.601 0.295
H 1.502 0.919 -7.344
C 5.595 -7.835 5.104
H 3.298 5.818 4.059
H -3.036 0.897 -4.374
O 5.354 -3.297 -2.941
C 2.626 4.320 2.502
O -1.049 -1.266 -0.299
H -3.216 -6.588 -2.925
O 2.399 2.829 4.948
C 4.438 1.086 5.453
S -1.134 -3.284 7.338
C 7.291 -0.461 -1.356
O -6.083 3.215 5.189
H 2.710 5.448 -2.066
C -3.984 2.726 2.483
H 2.674 1.382 -13.563
H 0.408 6.463 -7.564
H 2.255 6.458 2.858
H 6.307 -7.964 3.057
O 3.180 -5.757 4.611
H -2.522 -8.608 2.896
C 6.294 -7.235 3.866
O 5.136 -6.725 5.842
O -1.939 -5.698 0.504
H -4.383 2.814 1.473
H 3.715 0.281 5.580
C 3.323 2.687 4.114
O -2.832 -7.795 1.159
H -4.297 -4.372 -2.683
O -3.042 -7.086 -0.993
C -2.974 0.868 -5.462
O -0.749 -3.986 8.591
H -4.298 -2.315 2.414
C 3.049 5.726 3.001
C 5.839 -0.286 -0.749
H -1.328 -1.002 9.124
H -2.085 -5.614 -2.134
C -6.157 3.441 7.679
H -1.179 -7.501 2.468
O 4.284 1.793 4.246
H -3.990 1.174 -5.713
H -3.992 -4.523 -0.869
H 1.200 5.216 -6.745
H -3.777 1.673 2.676
H -3.118 6.455 -0.983
O -6.165 -1.562 2.541
O 7.222 -1.727 -2.020
O -4.946 3.119 3.439
S 4.629 -5.523 4.789
H -2.145 7.679 -1.647
O 0.608 7.216 -1.582
O 3.470 3.268 2.924
O 0.506 1.511 -10.288
C -2.254 -7.669 2.410
H 7.301 -6.867 4.062
O -1.588 -4.178 6.263
O -3.023 3.705 -5.332
H 0.542 4.914 -8.340
O 0.707 5.033 -2.329
O -8.028 -1.850 4.283
C -1.561 -0.880 8.066
O 1.046 -2.838 -0.470
S -7.695 -2.174 2.896
H -0.555 -0.300 6.325
H 7.552 0.311 -2.080
C -2.042 3.038 -5.750
H -5.079 3.594 7.727
H -5.899 1.625 6.604
H 1.649 3.939 2.798
S 0.391 -1.328 -0.691
H 2.014 5.683 -3.715
O 2.528 2.252 -11.033
H 2.674 -0.334 -7.596
H 5.402 0.608 5.279
H 3.541 3.381 -3.263
O -8.634 -1.963 1.792
H 1.077 -0.351 -8.427
O 1.129 -0.638 0.529
H -1.850 7.178 0.013
H 0.307 -1.627 2.053
H -3.020 3.231 2.553
C 1.307 -1.562 1.624
C 1.686 -2.951 0.856
H -4.875 -1.898 4.108
O -1.235 5.792 -1.603
C -4.218 -5.022 -1.811
C 0.098 6.109 -1.785
O -4.024 2.191 5.278
H -2.238 -0.027 8.019
O -2.195 -2.067 7.719
C -4.900 2.755 4.704
H 6.286 -8.344 5.776
O 5.006 -1.080 -1.623
O -7.097 -3.691 2.819
C -6.432 2.567 6.475
H 2.564 4.238 1.416
O 2.517 1.090 -9.148
H -6.562 4.453 7.665
H 1.167 3.487 -11.869
H 1.180 1.033 -12.889
O -1.921 1.704 -5.785
C -5.739 -3.772 3.198
C 1.764 1.885 -13.237
H -1.394 5.512 -5.992
O 5.563 -6.091 3.513
H 1.319 -3.837 1.373
C -2.089 6.814 -0.986
C 1.731 1.599 -10.155
H 1.121 2.257 -14.035
C 2.482 3.592 -3.111
O 5.775 -1.116 -4.054
C 1.919 0.263 -8.108
*
```

Values from the calculation:
SMILES ... O=S1(=O)OCCO1.O=S1(=O)OCCO1.O=S1(=O)OCCO1.O=S1(=O)OCCO1.O=S1(=O)OCCO1.CCOC(=O)OC.CCOC(=O)OC.CCOC(=O)OC.CCOC(=O)OC.CCOC(=O)OC.CCOC(=O)OC
Lowest unoccupied orbital energy ... -0.13 eV
HOMO-LUMO gap ... 10.39 eV

=====

One molecule with the formula CH4N4O. Source: the OMol25 dataset; level of theory: the ωB97M-V functional and the def2-TZVPD basis.

The geometry in ORCA input format:
```
! wB97M-V def2-TZVPD RIJCOSX def2/J DEFGRID3
* xyz 0 1
H 1.653 -0.693 -1.207
C 0.249 -1.098 0.085
H 0.279 -1.385 1.149
N -0.175 1.181 0.263
N -0.657 -0.025 -0.096
O 1.588 -0.829 -0.256
H 0.526 1.255 1.010
N -1.273 1.943 0.177
N -2.026 1.594 -0.645
H -0.164 -1.943 -0.481
*
```

Values from the calculation:
Lowest unoccupied orbital energy (spin up / spin down) ... -0.45 / 0.19 eV
HOMO-LUMO gap (spin up / spin down) ... 8.34 / 8.96 eV

=====

C3H8N4 as an isolated structure. Source: the OMol25 dataset; level of theory: the ωB97M-V functional and the def2-TZVPD basis.

The geometry in ORCA input format:
```
! wB97M-V def2-TZVPD RIJCOSX def2/J DEFGRID3
* xyz 0 1
H -0.979 1.929 1.472
C 1.489 -0.556 -0.304
N 2.560 -1.065 -0.819
H 1.720 -0.714 1.645
N 1.099 -0.313 0.955
C 0.521 -0.138 -1.370
H -2.670 -0.527 -1.471
H -2.121 0.672 0.123
H 0.978 0.158 -2.308
H -0.053 0.321 1.182
H 3.184 -1.444 -0.108
H -1.767 0.656 2.087
N -1.989 0.122 -1.094
N -1.206 0.955 1.296
C -0.765 -0.057 -1.285
*
```

Values from the calculation:
Lowest unoccupied orbital energy ... 0.17 eV
HOMO-LUMO gap ... 8.09 eV

=====

A 2-piece molecular cluster, C5H13N overall. Source: the OMol25 dataset; level of theory: the ωB97M-V functional and the def2-TZVPD basis.

The geometry in ORCA input format:
```
! wB97M-V def2-TZVPD RIJCOSX def2/J DEFGRID3
* xyz 0 1
H 2.849 -1.878 1.370
H -1.873 2.023 -2.870
C -1.846 -0.516 -2.362
H -0.785 -0.468 -2.152
H -2.648 2.562 -1.341
C 1.850 -1.625 1.717
H -3.494 0.497 -1.756
H -2.249 -1.491 -2.088
C 1.970 -0.451 2.660
C -1.994 1.821 -1.802
H 3.093 1.087 3.540
C 3.021 0.349 2.751
H 3.846 0.285 2.042
H -0.985 1.927 -1.399
H -2.153 -0.354 -3.401
H 1.186 -1.430 0.882
H 1.202 -0.359 3.413
H 1.523 -2.478 2.312
N -2.512 0.497 -1.516
*
```

Values from the calculation:
SMILES ... C=CC.CNC
Lowest unoccupied orbital energy ... 1.04 eV
HOMO-LUMO gap ... 9.91 eV

=====

A 12-piece molecular cluster, C5H33N2O12 overall. Source: the OMol25 dataset; level of theory: the ωB97M-V functional and the def2-TZVPD basis.

The geometry in ORCA input format:
```
! wB97M-V def2-TZVPD RIJCOSX def2/J DEFGRID3
* xyz 1 1
H -2.401 3.549 0.399
N 0.650 -0.556 -0.508
O 3.580 1.292 -0.634
C 1.081 -0.951 -1.685
H -0.183 -1.027 -0.095
H 0.797 1.594 -0.486
H -1.227 0.612 0.858
H 0.463 -1.153 1.992
H -2.104 0.898 -2.229
O 2.506 -2.559 -0.540
H -1.712 0.394 -3.592
H -1.675 -2.785 0.767
O -4.231 0.749 -1.373
H 3.241 -2.874 -1.070
N 2.042 -0.276 -2.316
H -0.954 -0.621 2.835
H -5.023 0.649 -1.906
H 2.209 -0.534 -3.273
H -4.024 1.697 -1.330
H 1.607 -3.814 0.299
H -3.175 1.627 1.518
H 1.127 -4.838 1.535
H 3.642 -1.377 2.353
O 3.766 -1.231 1.390
H 0.616 -1.855 -2.127
H 2.394 0.638 -2.071
H -1.286 4.253 -2.157
O -0.767 -2.563 0.520
C -0.230 0.777 1.322
H -0.232 -3.385 0.604
H 4.111 1.776 0.013
O 0.969 -4.436 0.676
C 0.875 0.324 3.452
O -1.073 3.679 -1.409
H -1.672 4.492 1.256
H -3.062 -0.844 -2.244
O -2.211 3.685 1.355
H 3.283 -0.384 1.336
H 2.855 -2.250 0.339
H -3.558 0.711 0.301
O -2.255 -1.015 -1.762
O -2.972 0.752 1.068
H -0.225 1.772 1.771
H -2.485 -1.213 -0.856
H 0.484 0.288 4.520
O -1.636 1.176 -3.016
O 2.042 0.624 3.354
H -0.716 2.876 -1.806
H 1.742 0.677 0.809
C 0.001 -0.276 2.404
H 4.147 0.510 -0.734
C 0.858 0.748 0.171
*
```

Values from the calculation:
Lowest unoccupied orbital energy ... -2.40 eV
HOMO-LUMO gap ... 9.89 eV

=====

Calculated E_tot in order - -124523.647, -15917.761, -17035.415, -40683.815, -53080.464, -13517.301, -38956.845, -168331.696, -9104.349, -9197.617, -6884.528, -33265.052 eV